(1)
Density functional theory data (ωB97M-V/def2-TZVPD) for the molecule C6H8N2O2 in a non-equilibrium geometry.

```
18
C6H8N2O2 ωB97M-V/def2-TZVPD
C 0.10443 1.11474 -2.01494
C -0.31826 -0.24566 -1.37773
C 0.16299 -0.20129 0.10249
C 1.53365 0.31862 0.43465
C -0.73941 -0.65075 1.13154
C -1.91930 -1.37892 0.83636
N -2.88399 -2.01055 0.66580
N -0.46476 -0.44906 2.48178
O -1.38965 -0.65133 3.26157
O 0.56245 0.07852 2.85561
H 0.25270 0.87690 -3.00231
H -0.61170 1.84544 -1.95172
H 0.99258 1.45220 -1.56186
H 0.28208 -1.00111 -1.89706
H -1.31574 -0.44821 -1.29952
H 2.26507 -0.02249 -0.47023
H 1.54299 1.40532 0.40492
H 1.94386 -0.03239 1.40065
```

Results
SMILES: CC/C(C)=C(\C#N)[N+](=O)[O-]
Multiplicity: 1
HOMO in eV: -10.3
Net charge: 0
HOMO-LUMO gap in eV: 9.16

---

(2)
Density functional theory data (ωB97M-V/def2-TZVPD) for a structure of composition C29H39MgN4P2.

```
75
C29H39MgN4P2 ωB97M-V/def2-TZVPD
Mg -1.29165 0.02512 -0.42526
C -3.53807 -3.03516 0.29523
P -3.34874 -1.64906 -0.86335
C -3.75994 -2.38044 -2.48363
C -4.83279 -0.61521 -0.51634
C -4.78504 0.74200 -1.21722
P -3.39322 1.80566 -0.64843
C -4.02429 2.55017 0.88644
C -3.49675 3.19320 -1.82712
H -4.53955 -3.46640 0.24978
H -3.33231 -2.68620 1.30680
H -2.81034 -3.80947 0.05165
H -4.69418 -2.94270 -2.43307
H -2.96193 -3.05017 -2.80418
H -3.86277 -1.59626 -3.23434
H -4.89238 -0.48478 0.56781
H -5.72949 -1.16799 -0.81229
H -5.72717 1.27877 -1.06886
H -4.67318 0.61278 -2.29860
H -5.02062 2.97345 0.74672
H -3.34302 3.34553 1.19132
H -4.04242 1.81608 1.68980
H -4.49825 3.62725 -1.84300
H -3.24829 2.85139 -2.83221
H -2.78499 3.96979 -1.54796
C 4.97053 -2.10058 0.18496
C 5.00690 -0.91794 1.10874
C 6.03022 -0.75785 2.03660
C 6.06228 0.32664 2.89957
C 5.06835 1.29090 2.83488
C 4.05038 1.16545 1.90369
C 4.01215 0.06165 1.05950
N 2.97337 -0.06666 0.09665
C 1.62816 -0.10908 0.34228
N 1.28625 -0.15941 1.64149
C 0.03639 -0.24550 2.33348
C -1.19062 -0.16536 1.67607
C -2.30622 -0.29119 2.51506
C -2.22744 -0.46807 3.88490
C -0.97743 -0.52573 4.48373
C 0.17637 -0.41686 3.72489
C 1.52076 -0.48977 4.39902
N 0.77159 -0.12338 -0.65955
C 1.33294 -0.06440 -1.96995
C 1.48632 -1.24222 -2.69629
C 1.95987 -1.21031 -3.99945
C 2.28775 0.00791 -4.57744
C 2.14380 1.17999 -3.84818
C 1.66756 1.16935 -2.54116
C 1.50446 2.44350 -1.76615
H 5.74247 -2.81948 0.45141
H 5.14256 -1.80807 -0.85435
H 4.00356 -2.60556 0.22380
H 6.81011 -1.50738 2.08673
H 6.86546 0.42030 3.61761
H 5.09126 2.14801 3.49415
H 3.28320 1.92631 1.82454
H 3.24607 -0.24425 -0.85665
H 2.08787 -0.21457 2.24928
H -3.30501 -0.25557 2.08153
H -3.12232 -0.56000 4.48752
H -0.89157 -0.65917 5.55517
H 1.39936 -0.61476 5.47291
H 2.11381 0.41699 4.24658
H 2.11531 -1.33648 4.04169
H 1.21873 -2.18000 -2.22385
H 2.07700 -2.13083 -4.55577
H 2.66557 0.04663 -5.59066
H 2.40614 2.12842 -4.30176
H 1.60997 3.31102 -2.41527
H 2.25356 2.52248 -0.97473
H 0.52777 2.49382 -1.27799
N -1.36681 0.45554 -4.04476
C -1.34413 0.32395 -2.89680
H -1.27329 0.54419 -5.03737
```

Results
Multiplicity: 1
HOMO in eV: -10.1
Net charge: +1
HOMO-LUMO gap in eV: 8.32

---

(3)
Density functional theory data (ωB97M-V/def2-TZVPD) for a structure of composition C11H26LuN6O7 in a non-equilibrium geometry.

```
51
C11H26LuN6O7 ωB97M-V/def2-TZVPD
O 0.09051 4.61566 0.06783
H 0.93154 4.49488 -0.40151
Lu 0.63264 0.89685 0.11427
N 0.87743 -1.08403 -1.26873
N 0.69492 1.25166 -2.17294
N 0.21122 -0.60991 1.79316
N 0.32867 1.90894 2.23280
O 1.06608 -2.26724 -0.74581
O -0.02645 -1.94135 1.53865
O 0.51541 3.17485 2.37401
O 0.15356 2.40970 -2.33758
C 0.67469 0.30036 -3.14722
C 0.87439 -1.01090 -2.62989
C 0.08281 -0.25869 3.09081
C 0.08336 1.14392 3.33640
C 0.95345 -2.23180 -3.46801
H 0.03803 -2.82594 -3.34868
H 1.80812 -2.84339 -3.16137
H 1.06249 -1.97332 -4.52569
C 0.34159 0.57209 -4.56433
H 0.16772 1.63877 -4.72033
H -0.55982 0.01599 -4.85191
H 1.14547 0.25115 -5.23418
C -0.06182 -1.26269 4.17711
C -0.17312 1.70163 4.69904
H 0.02752 -2.25923 3.74039
H -1.03609 -1.15650 4.67138
H 0.70116 -1.11479 4.95346
H -0.27965 2.78989 4.68117
H 0.63871 1.46456 5.40753
H -1.10398 1.25244 5.08289
H 0.43027 -2.10258 0.61331
H 0.28653 4.30065 0.97889
C 2.63131 0.32350 0.45271
H 3.28585 -0.11870 -0.30886
H 2.71300 -0.30146 1.35880
H 3.04992 1.29525 0.75159
O 3.94621 -2.78014 -0.93442
H 4.41218 -3.12175 -0.15464
H 2.99992 -2.73150 -0.67044
C -3.70308 -1.24572 0.49118
N -3.57365 -0.42929 -0.69532
C -2.51720 0.37859 -0.95983
N -2.54958 1.07474 -2.11021
O -1.53346 0.46426 -0.16705
H -4.22817 -2.15860 0.20765
H -4.29475 -0.73932 1.26022
H -2.72109 -1.49100 0.89971
H -4.33630 -0.41943 -1.36323
H -1.77947 1.72027 -2.33595
H -3.37896 1.03866 -2.69679
```

Results
Multiplicity: 1
HOMO (alpha / beta) in eV: -11.2 / -9.9
Net charge: +1
HOMO-LUMO gap (alpha / beta) in eV: 4.15 / 2.96

---

Q: Which value of net charge does entry 3 give?
A: +1